Entry 1:
This record from the OMol25 dataset describes a molecular structure, C4H3N in a non-equilibrium geometry. The level of theory is ωB97M-V with the def2-TZVPD basis set.

Atoms and positions in Å:
C  -1.81295  0.00857  0.10931
C  1.01151  0.68174  -0.30204
C  0.89081  -0.63464  -0.38979
C  0.14686  0.03379  0.67494
N  -2.91817  -0.02415  -0.16768
H  1.44105  1.55344  -0.73111
H  1.24094  -1.51496  -0.85961
H  -0.00005  -0.10380  1.66599

**Energy relative to the best compared isomer or geometry (same formula, charge and spin)**: 66.3 kcal/mol
**HOMO-LUMO gap**: 0.398 Eh
**Net charge**: 0
**F_max**: 6.04 eV/A
**HOMO**: -0.37914 Eh
**Molecular weight**: 65.07 g mol⁻¹
**Electronic energy**: -208.79619 Eh

Löwdin population analysis, charges in e, atoms 1 to 2:
1. C -0.184
2. C 0.015

---

Entry 2:
This record from the OMol25 dataset describes C19H15ClN2O7 in the gas phase in a non-equilibrium geometry. The level of theory is ωB97M-V with the def2-TZVPD basis set.

Atoms and positions in Å:
O  0.68789  -0.38764  -0.88420
C  -0.36675  0.00292  -0.44365
C  -1.01275  1.25496  -1.11653
N  -0.59778  1.67941  -2.45692
C  0.55500  2.36695  -2.74249
O  1.25680  2.80757  -1.86198
C  0.86715  2.31683  -4.21579
C  -0.22154  1.41831  -4.80512
C  -1.03682  1.10352  -3.60026
O  -2.00689  0.36021  -3.60901
C  0.65672  0.22198  -5.31180
C  1.36615  0.77209  -6.52247
C  2.31184  1.62501  -6.03841
C  2.18819  1.60089  -4.53575
C  1.80391  0.13404  -4.34811
O  -1.00471  -0.51260  0.63664
C  -0.55207  -1.84168  0.98167
C  -1.51681  -2.61866  1.89326
O  -1.81815  -3.75381  1.55767
C  -2.09601  -2.08281  3.20302
C  -1.57633  -0.93700  3.83629
C  -2.05072  -0.47427  5.05343
C  -3.05928  -1.17193  5.72470
Cl  -3.49020  -0.48524  7.28800
C  -3.67859  -2.30066  5.10930
N  -4.78533  -3.00703  5.67691
O  -5.10096  -4.07508  5.17024
O  -5.40513  -2.51265  6.61864
C  -3.19424  -2.71680  3.83780
H  -0.83627  2.09910  -0.41681
H  -2.07232  1.03162  -1.07641
H  0.88625  3.34330  -4.62873
H  -0.78567  1.97016  -5.57814
H  0.03715  -0.63920  -5.54603
H  1.19640  0.57343  -7.56173
H  3.01191  2.21744  -6.60647
H  3.07734  1.93464  -4.00945
H  1.47367  -0.09491  -3.31471
H  2.58551  -0.57362  -4.65029
H  -0.46342  -2.43794  0.04696
H  0.42052  -1.83216  1.46470
H  -0.74766  -0.39526  3.36754
H  -1.65675  0.45718  5.46902
H  -3.57576  -3.63044  3.35221

**Energy relative to the best compared isomer or geometry (same formula, charge and spin)**: 8.2 kcal/mol
**HOMO-LUMO gap**: 0.312 Eh
**Net charge**: 0
**F_max**: 4.20 eV/A
**HOMO**: -0.35341 Eh
**SMILES string**: O=C(CN1C(=O)[C@@H]2[C@H](C1=O)[C@H]1C=C[C@@H]2C1)OCC(=O)c1ccc(Cl)c([N+](=O)[O-])c1
**Molecular weight**: 418.79 g mol⁻¹
**Electronic energy**: -1829.30897 Eh

Löwdin population analysis, charges in e, atoms 1 to 2:
1. O 0.127
2. C -0.412

---

Entry 3:
This record from the OMol25 dataset describes a gas-phase ion, C7H13IN (charge +1) in a non-equilibrium geometry. The level of theory is ωB97M-V with the def2-TZVPD basis set.

Atoms and positions in Å:
C  -0.11668  2.24271  -1.72237
N  0.08349  1.02534  -0.95159
C  1.25568  0.46065  -0.80783
I  3.11102  1.17363  -1.43458
C  1.22541  -0.90114  -0.15139
C  -0.15866  -0.77904  0.55687
C  -0.89147  -2.08074  0.59243
C  -0.08203  -0.18171  1.89414
C  -0.93794  0.33679  -0.26617
H  -0.64774  2.93350  -0.96616
H  -0.88347  2.01155  -2.49436
H  0.86930  2.74829  -2.03452
H  1.38839  -1.63094  -0.95711
H  2.21922  -1.08729  0.51910
H  -0.38373  -2.71528  -0.19376
H  -1.91846  -1.94013  0.44370
H  -0.62330  -2.53088  1.55617
H  -1.04109  -0.37526  2.45859
H  0.04607  0.93015  1.87468
H  0.62649  -0.55096  2.59982
H  -1.59248  -0.04460  -0.91947
H  -1.54803  0.95534  0.40381

**Energy relative to the best compared isomer or geometry (same formula, charge and spin)**: 27.1 kcal/mol
**HOMO-LUMO gap**: 0.367 Eh
**Net charge**: +1
**F_max**: 4.07 eV/A
**HOMO**: -0.52266 Eh
**SMILES string**: C[N+]1=C(I)CC(C)(C)C1
**Molecular weight**: 238.09 g mol⁻¹
**Electronic energy**: -626.67790 Eh

Löwdin population analysis, charges in e, atoms 1 to 2:
1. C -0.012
2. N -0.150

---

Entry 4:
This record from the OMol25 dataset describes 2 unconnected molecules or ions with the total composition C2H8N2S in a non-equilibrium geometry. The level of theory is ωB97M-V with the def2-TZVPD basis set.

Atoms and positions in Å:
H  -3.42604  1.03757  -2.29308
N  -2.62915  0.45699  -1.98804
C  -1.93762  1.28454  -1.29114
N  -0.88283  0.70549  -0.70197
H  -2.20220  2.33382  -0.98838
H  -0.62828  1.00844  0.25777
H  -0.48486  -0.13222  -1.11630
C  2.51184  -1.12280  1.32292
S  0.89340  -1.21259  2.16350
H  2.74295  -1.81256  0.49951
H  3.17519  -1.52961  2.14783
H  2.70401  -0.17344  0.84242
H  0.16359  -0.84362  1.14497

**Energy relative to the best compared isomer or geometry (same formula, charge and spin)**: 17.9 kcal/mol
**HOMO-LUMO gap**: 0.367 Eh
**Net charge**: 0
**F_max**: 3.66 eV/A
**HOMO**: -0.33632 Eh
**SMILES string**: [H]/N=C/N.CS
**Molecular weight**: 92.17 g mol⁻¹
**Electronic energy**: -588.65139 Eh

Löwdin population analysis, charges in e, atoms 1 to 2:
1. H 0.028
2. N 0.042